Record 1
Below is a structure of composition C46H55FN8O4ScSi3 in a non-equilibrium geometry, with properties calculated with wB97M-V/def2-TZVPD.

XYZ file:
```
118
Properties=species:S:1:pos:R:3:forces:R:3:lowdin_charge:R:1
Sc -0.27010 0.41669 -0.00413 0.16 1.10 0.70 0.90
Si -1.28962 3.11879 -1.84255 0.07 -0.49 -0.12 0.50
Si -2.13266 3.08734 1.09121 0.85 -0.13 -0.34 0.40
Si -3.63151 1.16980 -0.69888 0.57 1.53 -0.65 0.37
F -1.08427 -0.60435 2.89590 0.50 0.20 -0.41 0.13
O 4.34454 -2.26972 -1.42644 0.01 0.40 -0.10 -0.07
O 4.56693 0.35859 0.15596 0.13 0.15 -1.62 -0.07
O 2.20352 -3.78501 -3.30109 0.59 -0.11 -0.38 -0.11
O -0.80267 -1.38437 0.06110 -0.67 -0.02 -1.44 -0.32
N 0.50170 2.37804 1.57798 0.89 0.24 0.39 0.02
N -0.98751 -0.85258 -1.34029 0.06 -0.36 1.01 -0.08
N 1.31434 -2.78198 -1.09682 0.43 -0.55 1.64 0.17
N -0.91903 0.86988 -3.52807 1.15 -1.38 0.23 0.08
N -1.37812 3.57962 -6.05776 -0.52 -0.03 -0.51 0.01
N 0.15175 3.00555 -4.21837 0.17 -0.36 0.39 -0.01
N 2.76240 -3.10540 0.64634 0.22 0.35 -0.68 0.15
N 1.79570 -0.92000 0.29707 1.00 -0.36 -0.69 0.10
C -3.88996 -0.18161 0.53234 0.26 -1.29 0.16 -0.18
C 2.19564 3.54128 2.92322 0.09 -0.21 0.00 -0.05
C 1.74178 2.49312 2.11119 0.10 -0.74 0.05 -0.13
C 0.54897 -0.79755 -4.62633 -0.50 1.22 -0.93 -0.01
C -2.90691 2.33214 2.61588 -0.41 0.08 0.46 -0.16
C 4.25862 -6.27644 -0.55480 1.08 -1.49 -0.80 -0.11
C 1.48250 -2.61154 -3.44400 0.93 -1.39 -0.79 -0.26
C -3.13156 -1.44655 3.98958 1.13 0.90 -0.80 0.04
C -6.44077 -2.97856 4.80108 0.00 1.36 1.58 -0.07
C -2.57769 4.09979 -2.77565 0.52 0.22 -0.36 -0.16
C -3.92344 0.38973 -2.38039 -0.47 -0.64 1.17 -0.17
C 1.34046 -1.97959 -4.63498 -0.73 1.86 0.12 -0.04
C -2.83810 4.80475 1.00436 0.10 0.87 -1.62 -0.17
C 5.01091 -5.84765 -1.64242 0.18 0.38 0.38 -0.09
C 1.15398 1.87210 -2.43897 -0.57 -0.83 -0.20 -0.10
C -0.01131 4.44525 2.65191 0.92 -0.31 0.13 -0.05
C -5.45049 -2.10997 6.82094 0.20 -0.83 0.02 -0.09
C -6.49397 -2.76681 6.18583 0.84 0.44 -0.89 -0.09
C -5.39574 -2.41501 4.11112 0.32 -0.37 -1.64 -0.04
C -2.15949 -1.03160 3.42000 -1.09 -0.65 0.84 -0.12
C -0.09507 4.42486 -1.19799 -0.65 -0.32 0.64 -0.17
C 1.26833 4.53790 3.24638 -0.85 -0.40 -1.27 -0.05
C -1.99439 2.05413 -0.42885 0.31 -0.05 0.62 -0.50
C 2.88871 -0.72397 3.80308 0.39 0.55 -0.83 -0.06
C -4.28724 -1.81596 4.71276 -0.84 -0.83 1.17 -0.24
C -4.32532 -1.71714 6.10674 0.28 0.79 0.69 -0.04
C -0.37863 3.38259 1.80938 0.36 -0.17 0.32 -0.30
C 2.66618 -0.55910 1.38595 -0.03 -0.48 -0.57 -0.27
C -5.01188 2.45983 -0.43379 -0.89 -1.24 -0.64 -0.18
C 5.11691 -4.49279 -1.91737 0.25 -0.80 -0.07 -0.03
C 4.01034 -0.11680 1.25807 -0.86 0.15 1.94 -0.28
C -0.16956 -0.39115 -3.52288 0.18 0.41 0.37 -0.19
C 2.55901 -4.46807 -4.50065 -0.12 -0.63 0.95 -0.08
C 2.11115 -0.82419 2.62863 2.35 -0.01 1.44 -0.05
C 3.59020 -4.01803 -0.10262 -0.21 -0.51 0.03 -0.17
C -0.19602 2.13503 -3.11161 -0.48 0.61 -0.15 -0.58
C 1.95690 -2.18469 -0.07016 0.01 0.25 0.29 -0.31
C 0.89085 -2.19116 -2.27719 -0.75 1.00 0.49 -0.14
C -0.71259 3.24005 -5.16020 0.42 0.13 0.48 -0.56
C 4.79404 -0.04124 2.43478 -0.63 0.12 -0.69 0.00
C 4.40772 -3.59220 -1.16758 -1.00 0.85 0.17 -0.23
C 4.23038 -0.29670 3.67568 -0.67 -0.62 -0.63 -0.09
C -0.05367 -1.18618 -2.29112 -0.81 0.68 -1.18 -0.20
C 3.56301 -5.37350 0.21199 -0.45 0.31 0.60 -0.03
C 4.71052 -1.74638 -2.69886 1.11 -0.80 -0.28 -0.04
C 3.72612 1.13996 -0.72886 0.56 0.56 0.67 -0.03
H -7.35013 -3.00816 6.74721 -0.92 -0.60 0.56 0.08
H -3.29101 4.56685 -2.12100 -0.53 0.07 0.39 0.00
H 5.59234 -6.53989 -2.24163 -0.14 -0.08 0.11 0.10
H -2.05180 4.91596 -3.27802 0.12 -0.03 -0.07 0.04
H -0.68400 5.20393 -0.75231 -0.32 0.64 0.17 0.00
H 3.32021 -3.97319 -5.10244 0.33 0.04 0.25 0.08
H -2.47816 1.38665 2.94772 -0.02 0.05 -0.12 0.01
H 3.12693 1.83787 -0.11891 0.08 -0.30 -0.27 0.09
H 2.98018 -5.70879 1.07555 0.10 0.20 -0.36 0.12
H -4.81850 -0.73227 0.33903 -0.01 0.09 -0.01 0.04
H -4.95098 3.36337 -1.03376 0.29 0.10 0.05 0.02
H 0.57951 4.12598 -0.41036 0.50 -0.26 -0.03 0.01
H 5.83659 0.27360 2.32582 -0.41 -0.06 0.09 0.12
H -0.72663 5.22922 2.82241 -0.17 0.17 0.11 0.09
H 3.06577 0.55832 -1.36272 0.23 -0.25 0.04 0.05
H 1.73438 1.33178 -3.17631 0.38 -0.42 -0.04 0.08
H -3.26182 -0.45648 -2.45758 0.50 -0.32 -0.25 0.01
H -3.51507 -1.24078 6.68216 -0.24 -0.34 -0.60 0.12
H -3.88701 0.09051 1.57837 -0.18 0.37 0.22 0.00
H -1.71103 0.71351 -2.92899 -0.17 0.15 0.15 0.02
H -5.02272 2.67977 0.62427 -0.30 0.35 0.30 -0.01
H 1.72379 2.75868 -2.19097 -0.31 0.26 0.23 0.08
H 1.69904 -4.57883 -5.12152 -0.84 0.07 -0.59 0.08
H -3.06520 3.56446 -3.58079 -0.25 -0.25 -0.03 0.03
H 1.03981 1.20279 -1.55433 0.45 0.34 -0.33 0.02
H -4.89998 -0.09111 -2.21385 -0.13 0.33 -0.47 0.03
H -3.06815 -0.92233 0.44988 -0.35 0.27 -0.20 0.03
H 4.44113 1.74719 -1.29331 -0.29 -0.25 -0.15 0.11
H 4.34534 -7.35969 -0.35901 -0.58 0.72 0.28 0.11
H -2.86540 3.02244 3.47108 0.17 0.00 -0.22 0.05
H 4.57980 -2.47656 -3.52196 -0.06 0.25 0.54 0.09
H 2.83491 -5.49600 -4.19403 0.31 0.71 -0.13 0.10
H 0.44986 -0.09474 -5.51983 0.30 -1.25 1.15 0.14
H -2.71789 5.38858 1.89767 0.20 0.26 0.57 0.01
H -2.42421 5.39811 0.13884 -0.26 -0.59 0.95 0.04
H 3.25311 3.53071 3.27724 -1.09 0.05 -0.26 0.11
H 1.47370 -3.77482 -1.11950 -0.01 -0.15 -0.18 0.15
H -5.42816 -2.46567 3.02223 0.21 -0.03 0.19 0.12
H -5.98809 1.97974 -0.71608 0.62 0.35 0.43 0.04
H 1.16004 -1.27682 2.62194 -1.08 -0.24 0.20 0.10
H -5.46214 -2.06095 7.90703 0.02 0.36 -0.17 0.10
H -3.88660 0.98821 -3.26993 -0.14 0.34 -0.36 0.03
H 1.48925 5.41988 3.83504 0.22 -0.19 0.14 0.10
H 4.09340 -0.90078 -2.89415 -0.62 0.57 -0.04 0.08
H 3.27898 -2.69870 1.40934 -0.17 0.25 0.16 0.12
H -3.96343 2.18185 2.41846 -0.26 -0.25 0.10 0.02
H 0.41162 4.84937 -2.03284 0.60 0.23 -0.74 0.03
H 4.89906 -0.20613 4.50025 0.07 -0.03 0.80 0.09
H -3.89598 4.78337 0.80228 -0.59 -0.16 -0.01 0.02
H 2.38367 1.61503 1.90145 -0.27 1.05 0.28 0.08
H 2.49098 -0.98067 4.77888 -0.06 0.08 -0.14 0.10
H 1.95880 -2.17092 -5.47309 0.22 -0.52 -0.71 0.09
H 5.78208 -4.17895 -2.69176 0.14 0.33 -0.44 0.11
H 5.76220 -1.39568 -2.69735 -0.39 -0.31 0.10 0.11
H -7.29715 -3.37007 4.30933 -0.37 -0.47 -0.51 0.09
```
Forces are in eV/Å.

Properties
- total charge = -1
- 2S+1 = 1
- HOMO-LUMO gap (eV) = 5.1
- HOMO (eV) = -3.10
- F_max (eV/Å) = 2.76
- energy relative to the best compared isomer or geometry (same formula, charge and spin) (kJ/mol) = 289.86

=====

Record 2
Below is a cluster of 2 separate species, C46H55N4O in total in a non-equilibrium geometry, with properties calculated with wB97M-V/def2-TZVPD.

XYZ file:
```
106
Properties=species:S:1:pos:R:3:forces:R:3:lowdin_charge:R:1
O 3.57934 6.79465 -4.80413 -0.67 -1.56 0.12 0.10
N 2.56421 3.90160 -3.12213 -1.20 -1.36 1.32 0.05
N -2.60606 -1.65549 1.41116 0.52 0.41 -0.33 0.03
N -1.78334 -0.31544 2.96787 0.14 0.25 0.05 0.02
N 4.07700 4.52929 -4.66610 -0.66 0.57 0.40 -0.03
C 3.31335 5.65352 -4.44329 1.24 0.57 -0.02 -0.43
C 1.31995 0.93257 -1.23169 1.20 1.23 -1.14 0.06
C 0.56932 2.33204 4.10765 -0.29 -0.10 -0.14 0.00
C -2.62827 -1.21250 3.58443 -0.44 -0.92 0.15 -0.05
C 1.77061 3.15682 -2.31569 0.44 1.33 -1.25 0.01
C 3.86764 3.46917 -3.67848 0.53 -0.21 -1.19 -0.16
C 2.12240 4.62292 -8.17284 -0.16 -0.14 0.06 -0.07
C -4.77933 -2.81020 -2.06003 0.37 0.06 0.28 -0.27
C 0.09895 1.06619 3.73327 -0.33 0.32 0.15 -0.20
C -4.65323 -1.46722 -1.70720 0.19 -0.23 0.31 -0.01
C 3.27171 -2.16436 -2.01507 -0.24 0.01 -0.04 -0.06
C 0.95130 3.10897 -6.13850 0.37 0.01 -0.09 -0.05
C -5.55487 -3.23104 -3.27199 -0.17 -0.08 -0.23 -0.05
C 1.06018 -0.05869 3.53111 0.53 -0.24 -0.09 -0.02
C -2.19048 1.86878 3.98299 0.51 0.28 -0.39 -0.18
C 5.11309 4.57433 -5.66766 0.47 0.04 -0.35 -0.02
C 1.75627 5.22431 -6.97007 0.14 -0.01 0.00 -0.05
C 5.08996 3.34805 -2.67693 -0.72 0.35 0.24 -0.52
C 5.24223 4.67200 -1.92600 0.25 -0.01 0.03 -0.02
C 1.89590 3.25578 -8.36915 0.04 0.11 0.21 -0.08
C -0.31372 3.38544 4.35408 -0.16 -0.32 -0.09 -0.27
C -1.28245 0.87554 3.57945 0.16 0.46 0.12 -0.14
C 1.30557 2.50289 -7.34900 -0.03 0.11 -0.06 -0.08
C 3.32117 -2.77612 -0.75449 -0.43 0.37 0.30 -0.04
C 1.81621 -0.41296 -1.13253 0.01 -1.40 -0.39 -0.20
C 2.50652 -2.28583 0.27815 0.25 -0.02 -0.24 -0.04
C -1.02829 0.17487 0.69908 -1.04 -0.90 0.80 -0.03
C -3.67127 1.64945 3.94170 -0.51 0.26 0.13 -0.03
C -3.00828 -4.53004 0.79129 0.30 -0.52 0.09 -0.05
C -4.15303 0.32526 -0.04732 -0.01 0.59 -0.28 -0.04
C 1.21646 4.46466 -5.92470 -0.41 -0.13 -0.38 -0.23
C 6.36914 3.01778 -3.44322 0.33 0.04 -0.12 -0.05
C 0.88842 5.12075 -4.60445 0.07 0.13 -0.10 -0.07
C -3.97787 -1.07755 -0.54128 0.04 -0.22 -0.20 -0.19
C 0.17154 4.77707 4.62284 0.10 0.25 0.18 -0.05
C -3.25979 -2.03720 0.19708 -1.00 -0.53 -0.10 -0.11
C -3.47498 -3.40777 -0.08042 0.10 0.48 -0.50 -0.19
C 2.10296 5.19387 -3.66555 0.34 0.60 0.86 -0.15
C -1.68481 3.12293 4.34783 0.08 -0.42 0.00 0.00
C 2.45376 -1.06162 -2.23187 0.28 0.25 0.47 -0.02
C 1.90516 1.77910 -2.18284 -0.14 -1.42 0.36 -0.07
C 1.77832 -1.11545 0.09252 -0.02 0.37 -0.18 -0.01
C -4.20503 -3.76580 -1.21865 -0.09 0.45 0.06 -0.01
C -1.76646 -0.56203 1.60248 0.54 0.61 -0.46 -0.27
C -3.08916 -2.06291 2.64965 -0.43 0.30 0.88 -0.04
C 4.89099 2.20896 -1.68299 -0.02 -0.19 0.32 -0.05
H -4.35652 -4.82412 -1.44307 0.08 0.24 0.11 0.13
H 4.35271 4.89514 -1.32579 0.13 0.02 -0.05 0.09
H -5.86483 -2.35895 -3.85756 0.05 -0.21 0.06 0.08
H 2.08187 0.29725 3.71919 -0.22 -0.17 0.00 0.09
H -2.43012 -5.23751 0.18264 -0.05 0.09 0.23 0.09
H 2.17211 2.79186 -9.31890 -0.12 0.10 0.35 0.11
H -0.62457 1.10534 1.08039 0.07 -0.07 -0.30 0.06
H 1.03488 -0.43231 2.50336 -0.15 0.03 0.46 0.03
H 2.60000 1.30843 -2.88567 -0.17 0.29 0.48 0.09
H 3.87635 -2.56040 -2.82982 -0.32 -0.02 0.11 0.11
H -2.38187 3.91923 4.61690 0.14 -0.21 -0.09 0.12
H 1.10061 1.44180 -7.50199 0.05 0.31 0.03 0.11
H -4.70005 0.36426 0.91151 0.30 -0.14 -0.29 0.09
H -2.39897 -4.22059 1.64172 -0.01 -0.07 -0.22 0.06
H 2.46298 -2.79071 1.24469 0.06 0.13 -0.31 0.12
H -3.75762 -2.90195 2.71904 -0.04 0.13 0.15 0.12
H -2.82827 -1.14162 4.64220 0.13 -0.25 -0.12 0.13
H 0.96345 3.71142 -1.81955 0.23 -0.18 -0.23 0.16
H -1.10088 -0.11080 -0.34023 0.11 0.28 -0.03 0.07
H 7.13000 2.65439 -2.73660 -0.28 0.11 -0.16 0.10
H 4.04751 2.38502 -1.00751 0.18 -0.10 -0.09 0.08
H 1.26328 4.82672 4.57825 -0.16 0.06 0.04 0.08
H 1.64825 2.49374 4.18466 -0.33 -0.03 0.00 0.12
H -3.87825 -5.08793 1.17140 0.25 0.18 -0.02 0.10
H -3.97865 0.71104 4.42328 0.06 0.35 -0.25 0.07
H 4.75075 1.24887 -2.20250 0.01 0.17 0.20 0.09
H -0.15368 5.11343 5.61502 0.12 -0.01 -0.17 0.09
H 3.95695 -3.64509 -0.58381 -0.18 0.24 -0.09 0.11
H -6.46008 -3.78185 -2.98095 0.20 0.12 -0.08 0.09
H -0.24016 5.48635 3.89143 0.11 -0.18 0.15 0.09
H 0.86223 -0.90663 4.20551 -0.02 0.29 -0.21 0.10
H 1.90840 6.29862 -6.83429 -0.01 -0.36 -0.02 0.12
H -5.13309 -0.70133 -2.31806 0.02 -0.17 0.20 0.12
H 2.29035 -0.69011 -3.24453 0.32 -0.01 0.25 0.12
H 6.19076 2.21295 -4.16881 0.16 0.16 0.07 0.10
H 1.92391 5.87987 -2.82846 -0.12 -0.08 -0.16 0.17
H 5.86453 5.33357 -5.40017 -0.14 -0.28 -0.22 0.11
H -4.14801 2.47446 4.48586 -0.03 -0.24 -0.16 0.08
H -4.95976 -3.89439 -3.91410 -0.15 0.18 0.12 0.09
H 0.59511 6.16672 -4.77921 -0.03 -0.31 0.11 0.14
H 4.67569 4.83080 -6.64317 0.05 0.03 0.34 0.10
H 6.10200 4.59554 -1.24643 -0.23 0.10 -0.11 0.10
H 1.15293 -0.69680 0.87868 0.31 -0.20 -0.37 0.05
H 0.65026 1.32535 -0.47901 0.02 -0.05 0.03 0.09
H -4.74181 0.88328 -0.78435 0.01 -0.06 0.21 0.08
H -3.19491 0.84469 0.06655 -0.28 -0.06 0.13 0.05
H -4.06763 1.66634 2.91330 0.19 -0.15 0.29 0.09
H 0.06613 4.60195 -4.10114 0.04 0.11 -0.03 0.12
H 3.74934 2.50181 -4.20629 -0.01 0.27 0.18 0.17
H 5.79969 2.12023 -1.06396 -0.37 0.02 -0.21 0.10
H 6.79765 3.89420 -3.94070 -0.12 -0.31 0.02 0.08
H 0.47318 2.52259 -5.34885 0.12 0.12 -0.23 0.11
H 5.43266 5.50501 -2.61449 -0.06 -0.13 0.17 0.09
H 5.58579 3.59387 -5.75585 -0.12 0.28 -0.04 0.09
H 2.57133 5.23209 -8.95998 -0.18 -0.22 0.20 0.11
```
Forces are in eV/Å.

Properties
- total charge = +1
- 2S+1 = 1
- HOMO-LUMO gap (eV) = 4.1
- HOMO (eV) = -8.70
- F_max (eV/Å) = 2.24